# 1
C8H10NO3S | ωB97M-V/def2-TZVPD

Positions of all 23 atoms, in Å:
C: -1.621 1.382 -0.120
C: -0.258 0.319 -3.103
C: -2.379 0.963 -1.340
C: 0.774 0.379 -0.042
C: -1.079 0.290 -1.685
C: 0.782 -0.826 1.026
C: 0.014 -0.353 2.287
C: 2.214 -1.304 1.240
N: -0.482 0.732 -0.553
O: 0.938 0.617 -2.959
O: -1.875 1.982 0.895
O: -0.969 0.051 -4.057
S: -0.074 -2.343 0.393
H: -3.159 0.263 -1.292
H: -2.767 1.880 -2.031
H: 1.235 1.110 0.560
H: 1.563 0.033 -0.753
H: 0.254 0.798 2.584
H: 0.210 -1.120 3.013
H: -0.952 -0.426 2.078
H: 2.593 -2.085 0.518
H: 2.218 -1.887 2.156
H: 2.821 -0.455 1.184

LUMO energy (spin up / spin down): 1.853 / 1.859 eV
Energy above the lowest of the compared OMol25 structures with the same formula, charge and spin: 193.9 kJ/mol
HOMO-LUMO gap (spin up / spin down): 5.535 / 5.543 eV
Charge: -1

# 2
C8H10NOS | ωB97M-V/def2-TZVPD

Positions of all 21 atoms, in Å:
C: -2.024 -1.084 1.277
N: -1.383 -0.330 0.199
C: -2.117 0.859 -0.333
C: -0.884 1.730 -0.090
O: -0.591 2.846 -0.328
C: -0.175 0.533 0.537
C: 1.134 0.098 0.027
C: 1.552 0.030 -1.279
C: 2.894 -0.382 -1.388
C: 3.476 -0.611 -0.176
S: 2.407 -0.346 1.128
H: -2.934 -1.559 0.909
H: -1.348 -1.853 1.646
H: -2.279 -0.413 2.093
H: -1.123 -0.982 -0.549
H: -2.968 1.137 0.291
H: -2.441 0.770 -1.369
H: -0.027 0.682 1.832
H: 0.941 0.286 -2.129
H: 3.409 -0.488 -2.325
H: 4.480 -0.924 0.028

LUMO energy: -3.722 eV
Energy above the lowest of the compared OMol25 structures with the same formula, charge and spin: 25.5 kJ/mol
SMILES string: C[N@H+]1CC(=O)[C@@H]1c1cccs1
HOMO-LUMO gap: 9.157 eV
Charge: +1

# 3
C8H10O5Pb | ωB97M-V/def2-TZVPD

Positions of all 24 atoms, in Å:
Pb: -1.077 -0.551 -0.658
C: 1.153 -0.166 0.329
O: 2.127 0.267 0.761
C: 0.596 -2.348 -1.334
O: 1.655 -2.800 -1.347
C: 0.286 1.052 -2.201
O: 1.105 1.792 -2.528
C: -0.892 -1.527 1.789
O: -0.498 -1.810 2.830
C: -4.339 -0.567 -1.608
H: -4.831 -0.587 -0.624
H: -4.377 0.398 -2.136
C: -3.825 -1.672 -2.174
H: -3.424 -1.672 -3.199
H: -3.877 -2.657 -1.688
C: 0.668 3.472 2.155
C: -0.390 2.394 2.198
O: -0.924 2.060 0.881
H: 1.511 3.180 1.531
H: 1.051 3.565 3.171
H: 0.312 4.454 1.823
H: 0.013 1.462 2.608
H: -1.238 2.719 2.815
H: -1.303 2.892 0.543

LUMO energy: -9.154 eV
Energy above the lowest of the compared OMol25 structures with the same formula, charge and spin: 29.3 kJ/mol
HOMO-LUMO gap: 7.971 eV
Charge: +2

> Number 2 is which compound?

C8H10NOS

> What is the formula in the second record?

C8H10NOS